Molecular formula: C4H10O2
Method: DFT, ωB97M-V/def2-TZVPD

Geometry as XYZ:
```
16
Properties=species:S:1:pos:R:3
C -2.00 0.19 0.31
C -0.48 0.16 0.42
O -0.06 -0.98 1.18
C 0.17 0.12 -0.96
C 2.08 0.65 -0.56
O 1.62 -0.81 -0.90
H -2.45 0.19 1.31
H -2.34 1.09 -0.22
H -2.38 -0.68 -0.24
H -0.11 1.03 0.96
H -0.62 -1.73 0.92
H 0.07 1.05 -1.51
H -0.32 -0.68 -1.55
H 2.86 0.55 0.21
H 2.57 0.95 -1.49
H 1.42 -1.20 -0.02
```

Its charge is 0. The HOMO-LUMO gap comes out at 0.2798 hartree. For the molecular weight, the calculation gives 90.12 g mol⁻¹. Its energy above the lowest of the compared OMol25 structures with the same formula, charge and spin is 141.06 kcal per mole. Its LUMO energy is 0.78 eV.